Record 1
Computed, not measured: a molecular structure, C3H2ErO2 at a distorted geometry, with wB97M-V/def2-TZVPD.

Last column: Mulliken spin population.
Element x y z (Å)
Er 3.6583 0.7561 -0.0089  3.0266
O 0.4964 -0.7437 0.5687  0.0048
O 0.1204 0.9418 -0.6517  0.0037
C 1.0501 0.2750 -0.0199  -0.0259
C -0.8753 -0.6579 0.4310  -0.0044
C -1.1117 0.4357 -0.3141  -0.0045
H -1.4831 -1.2331 1.1215  -0.0002
H -1.8551 0.2261 -1.1266  -0.0001

Forces on atoms 1 to 3 (eV/Å):
-2.1 -0.4 0.0
0.5 0.1 1.3
0.9 0.8 0.0

energy	-34818.956	eV
multiplicity	4
Kohn-Sham gap (alpha / beta)	0.1874 / 0.1535	Ha
net charge	+3
relative energy (zero: lowest compared OMol25 entry of this formula, charge and spin)	67.3	kJ/mol
E_HOMO (alpha / beta)	-22.48 / -22.51	eV
LUMO (alpha / beta)	-17.386 / -18.334	eV



Record 2
Computed, not measured: C3H7N3O2 in the gas phase at a distorted geometry, with wB97M-V/def2-TZVPD.

Last column: Löwdin charge in e.
Element x y z (Å)
O 2.6558 -0.8388 -2.0176  0.1299
O 1.2663 -1.7580 -0.4328  0.0055
N 0.0271 0.7853 -0.3893  -0.0611
N -2.4235 0.8164 0.9197  0.0675
N -0.4635 -0.4143 0.3359  -0.0993
C 1.5030 0.4688 -0.4022  -0.1382
C -1.7350 -0.3183 0.7815  -0.2819
C 1.9156 -0.8200 -1.1110  -0.6096
H 2.1719 1.1502 -0.8666  0.0894
H -1.7927 1.6510 0.5606  0.1538
H -0.6602 0.9150 -1.1871  0.1427
H 0.8429 -1.2903 0.4616  0.1232
H -1.8238 -1.4314 1.3209  0.1811
H 1.9103 0.4008 0.7681  0.1806
H -3.3941 0.6835 1.2582  0.1162

Forces on atoms 1 to 3 (eV/Å):
1.4 -1.1 -2.1
1.3 -1.8 0.9
-0.5 -1.3 1.7

SMILES	N/C=N\NCC(=O)O
energy	-11785.969	eV
Kohn-Sham gap	0.3261	Ha
net charge	0
relative energy (zero: lowest compared OMol25 entry of this formula, charge and spin)	515.6	kJ/mol
E_HOMO	-8.44	eV
LUMO	0.432	eV